Entry 1:
Entry from the OMol25 dataset: a molecular structure, C21H18N5O2PdS2 (ωB97M-V/def2-TZVPD).

Summary:
- net charge = +1
- multiplicity = 3
- E_HOMO (alpha / beta) (eV) = -10.4583 / -11.1499
- gap between HOMO and LUMO (alpha / beta) (eV) = 6.42 / 6.81
- ΔE to the lowest compared entry with this formula, charge and spin (kJ/mol) = 0.0

The geometry in XYZ format:
```
49
C21H18N5O2PdS2 | the OMol25 dataset | ωB97M-V/def2-TZVPD
Pd -0.326 0.316 -0.440
S -0.853 2.404 -4.646
S 0.584 1.276 -2.401
O 6.203 -4.230 -0.180
O 4.613 -5.296 -1.291
N -2.166 1.250 -2.700
N -2.134 0.600 -1.507
N 1.514 0.007 0.703
N -0.255 2.050 0.912
N -1.919 -0.740 0.835
C 1.882 -2.285 0.100
C 1.099 3.113 2.562
C -0.978 1.574 -3.138
C -1.142 3.025 1.007
C -3.139 -0.569 0.289
C -4.284 -1.056 0.896
C -1.818 -1.394 1.986
C 4.095 -3.158 -0.246
C 0.856 2.088 1.673
C 4.630 -1.908 0.050
C -4.170 -1.737 2.099
C 3.802 -0.848 0.364
C -3.213 0.148 -0.999
C 0.165 4.140 2.666
C 1.819 0.970 1.482
C 5.070 -4.260 -0.561
C -2.918 -1.912 2.656
C -2.569 2.483 -5.191
C -0.968 4.098 1.879
C 2.425 -1.045 0.404
C 2.718 -3.343 -0.218
H 2.003 3.113 3.155
H -2.009 2.952 0.360
H 0.330 4.960 3.352
H 2.278 -4.312 -0.418
H -2.543 2.983 -6.157
H 4.229 0.131 0.533
H 3.733 -5.117 -1.645
H 0.806 -2.421 0.124
H 2.770 1.010 2.011
H 5.703 -1.783 0.020
H -2.783 -2.440 3.589
H -5.248 -0.905 0.430
H -5.051 -2.127 2.590
H -3.167 3.060 -4.491
H -0.816 -1.507 2.384
H -2.981 1.485 -5.301
H -1.713 4.880 1.922
H -4.165 0.276 -1.506
```

Results of the natural (NBO) charge analysis, in e, for atoms 1 through 6: Pd 1.008; S 0.374; S -0.202; O -0.532; O -0.651; N -0.417

---

Entry 2:
Entry from the OMol25 dataset: 2 unconnected molecules or ions with the total composition C5H15NO in a non-equilibrium geometry (ωB97M-V/def2-TZVPD).

Summary:
- net charge = -1
- multiplicity = 2
- E_HOMO (alpha / beta) (eV) = 1.3753 / -6.4578
- gap between HOMO and LUMO (alpha / beta) (eV) = 1.85 / 9.63
- ΔE to the lowest compared entry with this formula, charge and spin (kJ/mol) = 98.5

The geometry in XYZ format:
```
22
C5H15NO | the OMol25 dataset | ωB97M-V/def2-TZVPD
O 3.364 3.570 -4.116
N 1.552 1.131 1.896
C -1.612 -2.072 0.182
C -1.669 -0.824 1.125
C 0.497 0.586 1.085
C -1.204 -1.670 -1.207
C -0.328 -0.481 1.781
H 0.291 -1.346 1.785
H -1.796 -0.997 -1.810
H -0.190 -1.283 -1.144
H 3.535 3.196 -4.990
H -0.471 -0.152 2.810
H -2.082 -0.013 0.519
H 1.210 1.369 2.822
H -0.803 -2.636 0.663
H -2.448 -2.742 0.361
H -0.958 -2.575 -1.786
H -0.199 1.356 0.712
H -2.382 -0.932 1.949
H 2.702 4.253 -4.325
H 1.975 1.966 1.518
H 1.016 0.297 0.170
```

Results of the natural (NBO) charge analysis, in e, for atoms 1 through 6: O -1.373; N -0.848; C -0.401; C -0.402; C -0.331; C -0.703

---

Entry 3:
Entry from the OMol25 dataset: 2 unconnected molecules or ions with the total composition C21H28F8IN2O2 in a non-equilibrium geometry (ωB97M-V/def2-TZVPD).

Summary:
- multiplicity = 2
- E_HOMO (alpha / beta) (eV) = -8.8561 / -9.2911
- gap between HOMO and LUMO (alpha / beta) (eV) = 8.34 / 8.78

The geometry in XYZ format:
```
62
C21H28F8IN2O2 | the OMol25 dataset | ωB97M-V/def2-TZVPD
I 1.813 1.022 -2.845
F -6.214 -3.010 -1.306
F -5.233 1.537 -0.511
F -7.364 -0.947 0.602
F -4.353 -3.059 2.007
F -5.370 -4.633 0.537
F -4.003 -2.280 -0.902
F -6.052 0.956 1.654
F -6.486 -0.390 -1.543
O 4.364 -1.400 -1.390
O -2.762 0.971 0.168
N 1.185 4.193 -0.130
N 3.431 -1.884 -0.551
C 1.801 5.829 1.535
C -1.519 0.159 -0.002
C 3.129 -0.940 0.590
C 1.086 0.134 -0.938
C -6.062 -0.807 -0.153
C -0.224 1.022 -0.513
C 2.195 -2.382 -1.261
C 1.860 -3.879 -0.593
C 2.266 0.399 0.169
C -5.253 0.411 0.496
C 2.499 -1.704 1.937
C -5.481 -3.223 1.068
C -5.367 -2.263 -0.296
C -3.739 0.205 1.011
C 4.614 -0.366 1.105
C 2.779 5.927 -0.656
C 2.445 -2.709 -2.882
C 0.841 -1.483 -1.020
C 2.026 4.812 -0.986
C 2.661 6.444 0.630
C 1.092 4.716 1.113
H 0.333 -1.924 -0.036
H 3.126 -3.646 -3.052
H 1.686 6.208 2.544
H 1.309 -1.638 1.904
H 0.411 4.199 1.782
H 2.843 -1.151 2.927
H -3.651 0.711 2.089
H 2.854 -1.791 -3.479
H 3.023 1.164 -0.309
H 5.335 -1.312 1.135
H 0.068 -1.701 -1.897
H -6.551 -3.173 1.566
H -1.201 -0.330 1.040
H -0.587 1.635 -1.468
H 3.441 6.383 -1.384
H 1.357 -2.924 -3.323
H 0.056 1.847 0.292
H 2.845 -2.833 1.917
H 2.080 4.374 -1.979
H 4.497 0.159 2.149
H 1.836 0.921 1.146
H -1.827 -0.735 -0.708
H 2.816 -4.565 -0.575
H 3.234 7.318 0.925
H 5.018 0.439 0.340
H 1.013 -4.330 -1.298
H 1.377 -3.796 0.473
H -3.348 -0.886 1.133
```

Results of the natural (NBO) charge analysis, in e, for atoms 1 through 6: I 0.101; F -0.320; F -0.318; F -0.326; F -0.338; F -0.346

---

Entry 4:
Entry from the OMol25 dataset: 9 unconnected molecules or ions with the total composition H19O9 in a non-equilibrium geometry (ωB97M-V/def2-TZVPD).

Summary:
- net charge = +1
- multiplicity = 1
- E_HOMO (eV) = -14.1978
- gap between HOMO and LUMO (eV) = 11.41
- ΔE to the lowest compared entry with this formula, charge and spin (kJ/mol) = 562.6

The geometry in XYZ format:
```
28
H19O9 | the OMol25 dataset | ωB97M-V/def2-TZVPD
O 2.739 -2.568 0.628
O -2.195 0.626 0.868
O 2.027 3.454 -0.826
O -1.518 -2.445 -0.784
O 0.075 -0.200 -0.527
O -0.231 2.733 2.016
O 0.701 -1.115 1.615
O -3.729 0.450 -1.692
O 1.921 -0.871 -1.298
H 0.448 -0.425 0.371
H 2.320 -1.682 -1.341
H 2.896 3.578 -1.211
H 2.993 -3.451 0.680
H 1.680 -1.659 1.847
H -0.240 -1.226 -0.840
H -2.261 -2.606 -1.187
H -0.384 3.017 1.086
H -3.065 1.181 0.665
H 2.294 4.313 -0.329
H 2.989 -2.357 -0.169
H -3.564 0.726 -2.577
H -2.123 0.350 1.842
H -0.942 0.144 -0.045
H -3.812 -0.413 -1.596
H 2.539 -0.233 -1.736
H 0.436 3.383 2.320
H -1.369 -2.771 0.091
H 0.855 -0.385 2.139
```

Results of the natural (NBO) charge analysis, in e, for atoms 1 through 6: O -0.909; O -0.992; O -0.923; O -0.944; O -0.847; O -0.956

---

Entry 5:
Entry from the OMol25 dataset: a molecular structure, C3H10NO in a non-equilibrium geometry (ωB97M-V/def2-TZVPD).

Summary:
- multiplicity = 2
- E_HOMO (alpha / beta) (eV) = -4.4398 / -9.8932
- gap between HOMO and LUMO (alpha / beta) (eV) = 5.09 / 10.52
- ΔE to the lowest compared entry with this formula, charge and spin (kJ/mol) = 313.3

The geometry in XYZ format:
```
15
C3H10NO | the OMol25 dataset | ωB97M-V/def2-TZVPD
O -0.894 0.612 0.485
N 1.360 0.436 0.141
C -0.366 -1.774 -0.167
C -1.552 -0.784 -0.064
C 1.612 1.592 -0.390
H -1.647 1.009 0.002
H 2.053 -0.229 0.283
H -2.335 -1.153 0.656
H -0.724 -2.754 0.090
H 0.320 0.421 0.564
H 0.271 -1.406 0.726
H -1.889 -0.368 -0.913
H 0.779 2.314 -0.407
H 2.511 1.976 -1.006
H 0.131 -1.961 -1.140
```

Results of the natural (NBO) charge analysis, in e, for atoms 1 through 6: O -0.746; N -0.854; C -0.652; C -0.049; C -0.356; H 0.500

---

Entry 6:
Entry from the OMol25 dataset: a single C4H8O3 molecule (ωB97M-V/def2-TZVPD).

Summary:
- multiplicity = 1
- E_HOMO (eV) = -10.4051
- gap between HOMO and LUMO (eV) = 11.23
- ΔE to the lowest compared entry with this formula, charge and spin (kJ/mol) = 99.6

The geometry in XYZ format:
```
15
C4H8O3 | the OMol25 dataset | ωB97M-V/def2-TZVPD
O 0.756 -1.323 -0.773
O 0.541 -0.647 1.356
O -1.081 2.214 -2.013
C 0.331 1.007 -0.371
C 0.736 -2.016 1.734
C 0.578 -0.434 0.027
C -1.015 1.111 -1.125
H 1.707 -2.375 1.384
H 1.120 1.298 -1.068
H -1.157 0.200 -1.722
H 0.688 -2.048 2.824
H -1.777 1.167 -0.344
H -0.046 -2.649 1.302
H 0.373 1.659 0.508
H -1.755 2.836 -1.718
```

Results of the natural (NBO) charge analysis, in e, for atoms 1 through 6: O -0.600; O -0.505; O -0.718; C -0.527; C -0.265; C 0.793

---

Result set for E_tot: -58759.0031, -8963.8561, -59134.6713, -18725.8541, -6805.4994, -10419.9713 eV, one per record in the order listed.